25
Properties=species:S:1:pos:R:3 method="wB97M-V/def2-TZVPD" molar_mass_g_mol=200.2 relative_energy_kcal_mol=57.6 largest_force_ha_per_bohr=0.0766 total_energy_ha=-1161.51650
C -1.11921 1.64453 -3.41005
C -1.04839 0.80451 -2.56027
C -2.28035 0.15018 -0.60100
C -2.89627 -0.97072 -0.17971
C -1.03243 0.04081 -1.41855
C 1.42778 0.28673 -1.35136
C 2.22085 -0.19044 2.58601
C 0.36417 -1.55459 2.00119
N 0.16787 0.32886 -0.65572
N 0.97317 -0.45196 2.01973
P -0.04961 1.09981 0.87533
S 1.36705 2.48188 1.10637
H -0.90635 2.44573 -4.06552
H -2.72029 1.09755 -0.36997
H -3.74191 -1.06453 0.47125
H -0.99175 -1.04229 -1.66033
H 2.24115 -0.25179 -0.68739
H 1.30677 -0.16633 -2.28312
H 1.67737 1.35419 -1.52348
H 2.71600 -1.15775 2.66005
H 2.67529 0.68396 2.01810
H 2.10781 0.17387 3.64676
H -0.59029 -1.35667 1.40047
H 0.67414 -2.49444 2.64635
H -2.54256 -1.89110 -0.66515


81
Properties=species:S:1:pos:R:3 method="wB97M-V/def2-TZVPD" molar_mass_g_mol=860.6 relative_energy_kcal_mol=25.6 charge=-1 largest_force_ha_per_bohr=0.0055 total_energy_ha=-6818.65053
Cd 0.43210 2.43319 0.01858
C -4.36050 -0.80434 0.41877
N -3.45375 0.29981 0.64056
C -2.20321 0.45023 0.19700
N -1.70230 1.57047 0.66804
C -2.71346 2.09525 1.40399
N -3.79758 1.35162 1.41852
C -4.28772 -1.87346 1.48593
C -5.46029 -2.34998 2.05203
C -5.42873 -3.36797 2.99722
C -4.22113 -3.91335 3.38652
C -3.03630 -3.43347 2.82764
C -3.06773 -2.41681 1.88082
C -1.77328 -4.03436 3.25683
N -1.61066 -5.04944 4.03154
N -0.24117 -5.24037 4.14334
C 0.31766 -4.32669 3.42538
O -0.59763 -3.51419 2.83205
C 1.74337 -4.08182 3.22048
C 2.66212 -4.90898 3.86645
C 4.01460 -4.68329 3.68823
C 4.44493 -3.63896 2.87795
C 3.53316 -2.80982 2.24024
C 4.03338 -1.65145 1.39994
N 2.98322 -0.93763 0.75252
C 2.48551 0.25215 1.02474
N 1.42399 0.52189 0.29627
C 1.11424 -0.76813 -0.38865
N 2.32043 -1.54840 -0.31468
C 2.17373 -3.04046 2.40721
H -4.12737 -1.22625 -0.56077
H -5.36578 -0.39011 0.37338
H -1.69692 -0.26075 -0.43615
H -2.61856 3.03660 1.92019
H -6.40804 -1.91525 1.75700
H -6.35021 -3.72854 3.43498
H -4.17247 -4.70423 4.12200
H -2.13837 -2.05313 1.45636
H 2.30418 -5.71253 4.49519
H 4.73758 -5.31852 4.18357
H 5.50730 -3.46539 2.74269
H 4.71153 -2.03188 0.62803
H 4.59481 -0.95554 2.02826
H 2.93608 0.92406 1.74270
H 0.25926 -1.23677 0.19855
H 1.46348 -2.41323 1.88621
O -0.86217 5.04558 0.14160
S 0.41084 4.96689 0.92192
O 0.75562 6.21750 1.56137
O 0.25706 3.82667 1.88974
O 1.47430 4.50567 -0.05429
C -2.71055 4.83931 -1.98911
As -0.95111 4.31039 -2.55153
C -1.20687 3.97361 -4.44380
C 0.28458 5.77707 -2.54483
O -0.42297 2.83330 -1.98201
H -3.08735 5.58899 -2.68597
H -2.65737 5.22514 -0.97697
H -3.34356 3.95254 -2.03022
H -1.62309 4.85303 -4.93692
H -1.88436 3.12968 -4.56348
H -0.24986 3.72208 -4.89691
H 0.01700 6.44096 -3.36847
H 1.27800 5.35896 -2.69470
H 0.25238 6.28158 -1.58596
C 3.05301 -1.64151 -3.68247
Ge 2.12887 -0.04842 -3.00488
C 1.31317 0.89881 -4.52639
C 3.44084 1.16300 -2.20302
C 0.64601 -0.58032 -1.82410
H 3.85972 -1.37083 -4.36725
H 2.35664 -2.29390 -4.21385
H 3.45652 -2.18818 -2.83207
H 2.06526 1.23830 -5.24064
H 0.77491 1.75951 -4.12886
H 0.60030 0.26081 -5.05325
H 4.20445 1.40621 -2.94662
H 3.92039 0.67679 -1.35454
H 2.99194 2.09670 -1.85938
H -0.15145 0.16927 -1.89237
H 0.24541 -1.52495 -2.20743


14
Properties=species:S:1:pos:R:3 method="wB97M-V/def2-TZVPD" molar_mass_g_mol=106.2 relative_energy_kcal_mol=66.4 smiles=[O-]CNCCS charge=-1 largest_force_ha_per_bohr=0.0641 total_energy_ha=-647.23365
C -0.05049 0.69587 -0.35093
C 0.99687 -0.30387 -0.87674
S 2.27447 0.44350 -1.97498
N -1.14788 -0.10000 0.19757
C -1.20927 -0.16893 1.76156
O -0.23513 -0.85036 2.46366
H 0.33664 1.23938 0.48641
H -0.48496 1.42019 -1.10674
H 0.84759 -1.34385 -1.23751
H 1.58167 -0.41863 0.04257
H 1.78011 0.12620 -3.22733
H -1.00429 -1.12514 0.05486
H -1.47217 1.03704 1.96669
H -2.21317 -0.65140 1.80089


20
Properties=species:S:1:pos:R:3 method="wB97M-V/def2-TZVPD" spin_multiplicity=3 molar_mass_g_mol=110.2 relative_energy_kcal_mol=41.9 charge=+1 largest_force_ha_per_bohr=0.0773 total_energy_ha=-328.21429
C -1.53736 -2.04871 -0.77308
C -2.00286 -0.92172 -0.17364
C 0.48435 0.79356 -1.64788
C 1.34586 0.11166 -0.85498
C -2.42888 0.08238 0.35508
C -3.25272 1.11368 0.93232
C 2.79460 -0.46308 0.94856
N 1.88085 0.41968 0.32366
H -2.14076 -2.78060 -1.25372
H 0.48290 1.79342 -1.42056
H 0.25377 0.51869 -2.66910
H 1.54023 -0.88311 -1.14716
H -2.52383 1.91350 0.95766
H -3.44217 1.02225 2.00955
H -4.16203 1.16882 0.42869
H 2.24976 -1.41972 1.12495
H 3.62784 -0.67973 0.28901
H 3.22589 0.00154 1.88010
H -0.56806 -2.23454 -0.63916
H 1.78604 1.41460 0.63960


11
Properties=species:S:1:pos:R:3 method="wB97M-V/def2-TZVPD" molar_mass_g_mol=87.1 relative_energy_kcal_mol=5.1 smiles="O=C1NCCO1" largest_force_ha_per_bohr=0.0080 total_energy_ha=-322.56617
O 2.59217 -0.04187 -0.34451
C 1.40766 0.06164 -0.18042
N 0.59964 -0.64865 0.69403
C -0.76274 -0.52133 0.21550
C -0.69354 0.90940 -0.28585
O 0.61967 0.93989 -0.86599
H 0.96069 -1.53968 1.00164
H -0.93089 -1.15452 -0.66750
H -1.51488 -0.73995 0.97435
H -0.72916 1.67356 0.49958
H -1.44069 1.12686 -1.04711


34
Properties=species:S:1:pos:R:3 method="wB97M-V/def2-TZVPD" molar_mass_g_mol=194.3 relative_energy_kcal_mol=106.3 charge=+1 largest_force_ha_per_bohr=0.1084 total_energy_ha=-594.99598
C 0.47074 -0.71929 2.57825
C 0.97564 0.37684 1.98214
C -0.41132 -1.40006 1.70324
C -0.43591 -0.69448 0.56818
C -1.10175 -2.70363 1.98205
C -1.07369 -1.19140 -0.65726
C -1.56354 -3.26023 0.61192
C -2.17150 -2.15718 -0.30344
C 2.27414 0.49148 -2.39122
C -0.19867 3.46441 0.30764
C 0.64951 1.25730 -0.33488
N 0.36929 0.41748 0.70370
N 2.47165 0.99237 -1.02737
N 0.93704 2.67689 -0.17560
H 0.71848 -1.14542 3.56788
H 1.64316 1.11971 2.29457
H -0.34464 -3.32244 2.51595
H -2.03914 -2.38367 2.58723
H -1.72579 -0.37173 -1.12292
H -0.27884 -1.50890 -1.32916
H -0.71491 -3.59460 0.17545
H -2.38834 -3.92758 0.48788
H -3.15571 -1.73527 0.21120
H -2.29074 -2.60233 -1.26190
H 3.34751 0.43773 -2.93805
H 1.76735 -0.56335 -2.44349
H 1.70028 1.28658 -3.12522
H -0.20218 4.49529 -0.16804
H -1.05635 2.93118 0.14222
H -0.15242 3.63319 1.30701
H 0.15132 0.97411 -1.28108
H 2.84551 0.30200 -0.37122
H 1.11914 2.88219 -1.12962
H 1.84417 2.64759 0.56077


75
Properties=species:S:1:pos:R:3 method="wB97M-V/def2-TZVPD" spin_multiplicity=6 molar_mass_g_mol=1003.9 relative_energy_kcal_mol=0.0 charge=-2 largest_force_ha_per_bohr=0.0177 total_energy_ha=-5595.66312
Ir 0.60969 0.23874 0.67586
S -4.31443 -0.91008 0.00978
Sb -2.34894 -0.80109 1.23828
S -0.50906 -1.66936 -0.15186
S -1.61225 1.48217 0.97001
C -4.55553 1.78569 4.03403
O -3.40360 1.31630 4.70301
C -3.25973 -0.04027 4.80808
C -4.29578 -0.94098 4.67184
C -4.04491 -2.30861 4.75514
C -2.75582 -2.75508 4.98288
C -1.71250 -1.85380 5.14501
C -1.94224 -0.48082 5.06437
N -0.97224 0.47061 5.25271
C 0.36540 0.26405 5.53499
C 1.25597 -0.61437 4.88538
C 2.41873 -1.02744 5.58110
C 3.36611 -1.85668 5.02361
C 3.19073 -2.31488 3.71538
C 2.09843 -1.89737 2.98107
C 1.12309 -1.01500 3.49457
O 0.21139 -0.50783 2.72405
H -4.35926 2.82717 3.78897
H -5.44114 1.72327 4.67868
H -4.73803 1.22889 3.11058
H -5.30009 -0.60036 4.46313
H -4.85837 -3.00668 4.60702
H -2.55084 -3.81783 5.02285
H -0.70485 -2.20574 5.31523
H -1.32724 1.40928 5.31875
H 0.74351 0.86744 6.35616
H 2.54899 -0.68264 6.60337
H 4.23837 -2.14196 5.60157
H 3.92485 -2.97362 3.26590
H 1.98575 -2.20324 1.94691
C 0.94641 1.19053 -1.04628
Ge 0.72330 0.67810 -2.87921
C 0.09236 2.20597 -4.01438
C 0.68529 3.45883 -3.85616
C 0.28830 4.55166 -4.61208
C -0.72582 4.41444 -5.55083
C -1.32283 3.17455 -5.72924
C -0.91423 2.08497 -4.97130
C 2.51074 0.27961 -3.69211
C 2.68359 -0.26799 -4.96201
C 3.95219 -0.49711 -5.47796
C 5.07738 -0.17864 -4.72849
C 4.92217 0.36827 -3.46177
C 3.65040 0.59227 -2.95284
C -0.49991 -0.79714 -3.32623
C -0.06848 -2.03819 -3.78362
C -0.98152 -3.04857 -4.05392
C -2.33828 -2.82651 -3.87044
C -2.78174 -1.60111 -3.38897
C -1.86605 -0.59769 -3.12035
H 1.13972 2.26620 -0.96450
H 1.47515 3.57580 -3.12001
H 0.76748 5.51447 -4.47262
H -1.05258 5.26729 -6.13458
H -2.11342 3.05580 -6.46207
H -1.38574 1.12147 -5.12389
H 1.81001 -0.51893 -5.55668
H 4.06770 -0.92798 -6.46693
H 6.06723 -0.36536 -5.12947
H 5.79315 0.60957 -2.86282
H 3.52539 0.99199 -1.95212
H 0.99480 -2.22252 -3.89695
H -0.63503 -4.01898 -4.39247
H -3.05301 -3.61443 -4.07942
H -3.83283 -1.43879 -3.18780
H -2.20762 0.33468 -2.68183
Cl 3.92647 0.27644 0.66494
C 2.45677 1.02655 1.40532
H 2.58474 2.09714 1.24062
H 2.56424 0.83549 2.47308


9
Properties=species:S:1:pos:R:3 method="wB97M-V/def2-TZVPD" molar_mass_g_mol=85.1 relative_energy_kcal_mol=88.6 largest_force_ha_per_bohr=0.0809 total_energy_ha=-321.23642
C -1.40099 0.62414 -0.10092
C 0.33475 -1.17368 -0.00465
C -0.10314 0.19776 -0.47805
N -2.48954 0.94390 0.10368
O -0.36705 -2.03630 0.42839
O 1.08583 1.30925 0.49887
H 1.49461 -1.12225 -0.16868
H 0.12322 0.53724 -1.52366
H 1.32230 0.71994 1.24502


29
Properties=species:S:1:pos:R:3 method="wB97M-V/def2-TZVPD" molar_mass_g_mol=153.2 relative_energy_kcal_mol=42.6 smiles="C=CCCCCN.O.O.O" largest_force_ha_per_bohr=0.0365 total_energy_ha=-520.41578
C 0.40203 1.71548 0.08832
C -0.45188 1.02221 1.16229
C -0.10716 -0.48591 1.29215
C -0.85267 -1.22027 0.14194
C -2.30078 -1.30938 0.50695
C -3.25713 -0.66429 -0.16269
N 1.86164 1.42462 0.05978
H 0.00058 1.32268 -0.85174
H 0.26169 2.79205 0.22341
H -1.44728 1.16714 0.72333
H -0.34843 1.49606 2.14821
H 0.94715 -0.69064 1.08751
H -0.36913 -0.87069 2.28334
H -0.44233 -2.23393 -0.01475
H -0.73525 -0.81430 -0.86268
H -2.56802 -2.06354 1.23839
H -4.29392 -0.46225 0.09084
H -2.97483 -0.05621 -1.02489
H 2.44018 2.25685 0.07335
H 2.09421 0.95741 0.93297
H 4.20397 0.16825 -0.46004
H 2.78124 -0.02748 -0.86137
O 3.58344 -0.53221 -0.59843
H 2.85816 -1.77143 1.20231
H 2.18467 -1.97216 0.00539
O 2.07104 -2.26861 0.91643
H -1.18758 0.70798 -3.31502
H -2.44729 1.06729 -2.63564
O -1.90630 1.34527 -3.38961


12
Properties=species:S:1:pos:R:3 method="wB97M-V/def2-TZVPD" molar_mass_g_mol=221.7 charge=-1 largest_force_ha_per_bohr=0.1357 total_energy_ha=-2032.87914
C -3.00230 3.14091 -0.51804
C -2.17224 2.12266 -0.32531
S -1.11517 0.57027 -0.42465
S 0.13528 0.73328 -2.10901
Cl 0.14443 0.65486 1.25976
H -3.41019 4.14326 -0.93511
H 0.04027 2.09250 -2.48761
O 2.62475 -1.41881 1.20473
S 1.87430 -2.69285 1.11110
O 0.77755 -2.54277 0.12559
O 1.30826 -3.02717 2.43071
O 2.78426 -3.76678 0.67342


117
Properties=species:S:1:pos:R:3 method="wB97M-V/def2-TZVPD" spin_multiplicity=2 molar_mass_g_mol=1090.1 relative_energy_kcal_mol=0.0 charge=-1 largest_force_ha_per_bohr=0.0181 total_energy_ha=-6115.63225
V 0.49907 -0.35550 -0.90465
C 2.64408 0.56615 -4.94589
C 1.87941 1.62609 -4.15294
C 2.27706 3.03604 -4.59905
C 0.37647 1.44818 -4.25382
C -0.21933 1.34312 -5.50407
C -1.58659 1.17573 -5.63608
C -2.38694 1.14520 -4.50842
C -1.83677 1.27149 -3.23834
C -2.74969 1.31992 -2.03159
C -3.56635 0.03833 -1.86917
C -3.65642 2.54989 -2.10033
C -0.44935 1.39963 -3.12217
N 0.16240 1.40484 -1.82564
C 0.63759 2.57856 -1.35364
O 0.44043 3.70063 -1.80508
C 1.51731 2.38340 -0.14697
C 2.21330 3.37365 0.52142
C 3.05017 2.98345 1.56302
C 3.16858 1.64501 1.90999
C 2.41143 0.72491 1.20383
N 1.63140 1.11756 0.21537
C 2.41423 -0.76880 1.41111
O 3.13436 -1.27115 2.27215
N 1.59956 -1.39650 0.54501
C 1.74730 -2.80743 0.40326
C 0.77436 -3.67225 0.92102
C 0.92144 -5.04065 0.71982
C 2.00881 -5.54740 0.03306
C 2.97368 -4.68122 -0.45336
C 2.86224 -3.30522 -0.28553
C 3.95731 -2.40566 -0.82149
C 5.24113 -2.59338 -0.01060
C 4.21939 -2.63699 -2.31212
C -0.37309 -3.15478 1.76671
C -1.73237 -3.70140 1.33286
C -0.10975 -3.44856 3.24622
H 3.71681 0.67303 -4.76604
H 2.47964 0.67627 -6.02105
H 2.33557 -0.43426 -4.64910
H 2.16242 1.49742 -3.10840
H 2.02613 3.18627 -5.65302
H 3.35518 3.18058 -4.48825
H 1.75864 3.79400 -4.01211
H 0.40343 1.36734 -6.39024
H -2.02829 1.06760 -6.61928
H -3.45911 1.02537 -4.61445
H -2.12131 1.42818 -1.14518
H -4.28638 -0.08133 -2.68259
H -4.13595 0.07124 -0.93500
H -2.92193 -0.84223 -1.85793
H -4.32389 2.48589 -2.96406
H -3.06452 3.46071 -2.19789
H -4.26855 2.63114 -1.19810
H 2.10440 4.40304 0.20979
H 3.61813 3.72980 2.10434
H 3.81023 1.29893 2.70726
H 0.17015 -5.71803 1.10603
H 2.10055 -6.61378 -0.13142
H 3.82632 -5.07898 -0.99174
H 3.62889 -1.37120 -0.71835
H 5.59631 -3.62376 -0.09464
H 5.07366 -2.36961 1.04327
H 6.02912 -1.93704 -0.38931
H 4.70722 -3.59910 -2.48843
H 4.87599 -1.85572 -2.70144
H 3.29633 -2.60526 -2.89268
H -0.40033 -2.07104 1.64998
H -1.81508 -4.77245 1.53243
H -1.90422 -3.54614 0.26768
H -2.53044 -3.20341 1.89099
H -0.10368 -4.52745 3.42547
H -0.88699 -3.00235 3.87304
H 0.86271 -3.05733 3.55414
F -1.44445 -3.05268 -3.45814
Te 0.35449 -3.18779 -3.00277
F 0.51023 -1.67747 -4.19051
F 0.78413 -4.17298 -4.55052
F 2.00806 -0.61218 -1.93285
F -0.27449 -4.89888 -2.30952
O -0.47771 -1.51540 -1.50673
C -0.92282 0.06179 0.49912
Ge -1.40808 1.01703 2.11997
C -2.68847 -0.11910 3.07840
C -2.59630 -0.33025 4.45278
C -3.52857 -1.11575 5.11954
C -4.57295 -1.70131 4.41841
C -4.68225 -1.49648 3.04938
C -3.74676 -0.71191 2.38961
C 0.02592 1.44427 3.37057
C 0.30597 2.76059 3.73261
C 1.29063 3.04303 4.67120
C 2.00491 2.00932 5.26230
C 1.73583 0.69294 4.91158
C 0.75081 0.41704 3.97482
C -2.35137 2.67646 1.66857
C -3.62735 2.92299 2.17585
C -4.29024 4.10997 1.89052
C -3.68405 5.07267 1.09513
C -2.41509 4.84206 0.58322
C -1.75985 3.65240 0.86761
H -1.81412 -0.51072 0.22137
H -1.78219 0.11475 5.01365
H -3.43384 -1.27408 6.18686
H -5.29750 -2.31806 4.93546
H -5.49103 -1.95317 2.49242
H -3.84488 -0.57203 1.31759
H -0.24797 3.57523 3.27899
H 1.49847 4.07114 4.94289
H 2.77393 2.22927 5.99306
H 2.30396 -0.11987 5.34561
H 0.56028 -0.61638 3.70356
H -4.11387 2.18078 2.79864
H -5.28251 4.28187 2.28974
H -4.20273 5.99614 0.86900
H -1.93496 5.57527 -0.05278
H -0.77426 3.49828 0.44621